Record 1
DFT (ωB97M-V/def2-TZVPD) results for 5 unconnected molecules or ions with the total composition C46H60B3IO21 in a non-equilibrium geometry.

Each line ends with the Löwdin charge.
CARTESIAN COORDINATES (ANGSTROEM)
C -7.156 -1.364 -1.080  -0.157
C -6.538 0.155 -1.295  -0.256
C -6.660 0.517 -2.887  -0.235
C -5.266 0.972 -3.615  -0.223
C -3.924 0.170 -3.126  -0.207
C -2.859 1.252 -2.432  -0.212
C -1.295 0.986 -2.958  -0.206
C -0.219 1.681 -1.902  -0.211
C 1.365 1.263 -2.245  -0.185
C 2.378 2.019 -1.234  -0.207
C 3.133 1.164 -0.096  -0.214
C 2.916 -0.446 -0.063  -0.084
B 1.630 -0.843 0.939  -0.347
O 1.556 -2.213 1.558  0.097
B 0.804 -2.101 2.824  -0.888
I 1.448 -2.786 4.806  0.877
O -0.537 -1.434 2.750  0.070
B -0.201 -0.036 2.361  -0.392
C -0.786 1.315 3.161  -0.075
C -1.716 2.261 2.197  -0.189
C -0.873 3.252 1.188  -0.201
C -0.425 4.671 1.951  -0.210
C -1.471 5.905 1.657  -0.216
C -1.035 7.211 2.549  -0.206
C -0.932 6.922 4.174  -0.158
C 0.622 7.111 4.764  -0.174
O 1.600 6.222 4.121  -0.134
C 1.723 4.927 4.805  -0.297
C 2.730 3.793 4.104  -0.002
O 1.086 4.540 5.912  -0.036
O 0.654 0.235 1.188  0.148
H -6.450 -2.166 -1.571  0.078
H -7.302 -1.630 0.073  0.070
H -8.253 -1.404 -1.549  0.088
H -5.482 0.316 -0.820  0.098
H -7.276 0.879 -0.699  0.111
H -7.219 -0.340 -3.501  0.115
H -7.394 1.456 -2.958  0.110
H -5.397 0.720 -4.775  0.110
H -5.165 2.158 -3.578  0.111
H -3.338 -0.255 -4.074  0.110
H -4.123 -0.742 -2.415  0.106
H -3.151 2.351 -2.769  0.105
H -2.924 1.250 -1.248  0.101
H -1.204 1.382 -4.055  0.116
H -1.132 -0.189 -2.861  0.115
H -0.557 1.355 -0.832  0.086
H -0.262 2.868 -1.980  0.121
H 1.494 0.112 -2.376  0.078
H 1.550 1.730 -3.330  0.119
H 1.752 2.875 -0.685  0.102
H 3.195 2.605 -1.868  0.116
H 2.857 1.618 0.970  0.110
H 4.306 1.355 -0.211  0.119
H 2.872 -0.986 -1.100  0.092
H 3.866 -0.906 0.496  0.129
H 0.185 1.918 3.494  0.112
H -1.341 0.953 4.152  0.130
H -2.368 2.970 2.886  0.120
H -2.421 1.604 1.532  0.110
H -1.460 3.493 0.178  0.114
H 0.159 2.775 0.823  0.088
H -0.428 4.392 3.111  0.101
H 0.649 4.981 1.568  0.117
H -2.554 5.493 1.891  0.119
H -1.439 6.184 0.503  0.121
H 0.039 7.556 2.158  0.116
H -1.784 8.093 2.332  0.109
H -1.367 5.862 4.436  0.112
H -1.602 7.731 4.714  0.117
H 0.645 7.111 5.937  0.138
H 0.922 8.220 4.439  0.143
H 3.103 3.002 4.895  0.107
H 3.627 4.378 3.630  0.080
H 2.127 3.295 3.208  0.078
O 1.559 -2.042 -2.381  0.064
C 1.673 -3.014 -3.119  -0.274
C 2.244 -2.911 -4.471  0.088
C 2.339 -3.986 -5.256  -0.199
O 2.877 -3.896 -6.527  0.085
C 1.871 -5.322 -4.797  -0.281
O 1.954 -6.288 -5.548  0.104
C 1.322 -5.431 -3.436  0.085
C 1.230 -4.357 -2.650  -0.182
O 0.719 -4.451 -1.369  0.093
H 2.578 -1.933 -4.793  0.140
H 2.834 -4.806 -6.893  0.118
H 1.002 -6.412 -3.109  0.091
H 0.756 -3.540 -1.005  0.105
O 8.083 8.153 0.436  0.105
C 7.209 7.955 1.273  -0.307
C 5.808 7.700 0.900  0.077
C 4.878 7.505 1.836  -0.206
O 3.561 7.262 1.493  0.076
C 5.219 7.542 3.285  -0.302
O 4.338 7.378 4.123  0.102
C 6.623 7.773 3.658  0.078
C 7.554 7.965 2.721  -0.209
O 8.876 8.180 3.064  0.079
H 5.574 7.678 -0.157  0.138
H 3.084 7.156 2.345  0.090
H 6.859 7.780 4.714  0.138
H 9.352 8.292 2.212  0.117
O 0.456 -8.160 -2.604  0.084
C 1.096 -9.183 -2.387  -0.279
C 0.689 -10.162 -1.367  0.082
C 1.418 -11.258 -1.145  -0.205
O 1.040 -12.183 -0.190  0.082
C 2.664 -11.527 -1.914  -0.306
O 3.322 -12.534 -1.674  0.107
C 3.057 -10.561 -2.950  0.079
C 2.327 -9.467 -3.175  -0.194
O 2.689 -8.555 -4.150  0.079
H -0.217 -9.952 -0.814  0.138
H 1.728 -12.883 -0.218  0.117
H 3.956 -10.778 -3.514  0.138
H 2.004 -7.852 -4.117  0.066
O -3.927 -2.318 1.318  0.108
C -4.109 -3.507 1.083  -0.300
C -5.455 -4.094 1.000  0.071
C -5.618 -5.397 0.759  -0.206
O -6.880 -5.955 0.677  0.080
C -4.449 -6.300 0.571  -0.306
O -4.630 -7.497 0.370  0.104
C -3.104 -5.709 0.631  0.082
C -2.941 -4.406 0.868  -0.198
O -1.679 -3.842 0.923  0.079
H -6.295 -3.427 1.141  0.118
H -6.732 -6.909 0.497  0.116
H -2.264 -6.374 0.475  0.138
H -1.827 -2.889 1.108  0.098

gap between HOMO and LUMO	7.9	eV
HOMO level	-9.847	eV
SMILES	CCCCCCCCCCCCB1OB(I)OB(CCCCCCCCOC(C)=O)O1.O=C1C=C(O)C(=O)C=C1O.O=C1C=C(O)C(=O)C=C1O.O=C1C=C(O)C(=O)C=C1O.O=C1C=C(O)C(=O)C=C1O
spin multiplicity	1
net charge	0

---

Record 2
DFT (ωB97M-V/def2-TZVPD) results for 5 unconnected molecules or ions with the total composition C46H61BN9O in a non-equilibrium geometry.

Each line ends with the Löwdin charge.
CARTESIAN COORDINATES (ANGSTROEM)
C 2.244 1.840 -7.939  -0.106
C 1.206 0.794 -7.536  -0.259
C 1.864 -0.433 -6.916  -0.235
C 2.429 -0.199 -5.528  -0.234
C 3.435 -1.268 -5.133  -0.214
C 3.827 -1.179 -3.667  -0.202
C 2.950 -2.020 -2.725  -0.199
C 2.643 -1.237 -1.465  -0.176
C 2.020 -2.048 -0.318  -0.097
N 0.648 -1.634 0.028  0.039
C -0.414 -2.567 -0.358  -0.089
C -0.687 -2.585 -1.833  -0.214
N -1.751 -3.129 -2.216  0.131
C 0.414 -0.513 0.645  -0.278
N -0.864 -0.104 0.975  0.219
B -1.638 0.707 -0.017  -0.661
N -1.419 0.579 -1.448  0.204
O -2.588 1.549 0.504  0.167
N 1.504 0.296 0.956  0.014
C 2.211 -0.036 2.217  -0.077
C 1.414 -0.014 3.488  -0.228
C 0.523 -1.050 3.795  -0.040
C -0.207 -1.053 4.982  -0.020
C -0.046 -0.019 5.914  -0.258
C -0.799 -0.017 7.209  -0.041
C 0.851 1.016 5.611  -0.021
C 1.575 1.018 4.416  -0.038
C 1.228 1.712 0.755  -0.212
C 0.445 2.451 1.648  -0.017
C 0.215 3.807 1.408  -0.048
C 0.745 4.430 0.276  -0.054
C 1.519 3.687 -0.623  -0.052
C 1.768 2.330 -0.378  -0.002
H 1.924 2.401 -8.810  0.069
H 2.443 2.544 -7.136  0.055
H 3.174 1.331 -8.181  0.071
H 0.668 0.469 -8.423  0.102
H 0.477 1.226 -6.853  0.089
H 1.148 -1.254 -6.861  0.111
H 2.678 -0.742 -7.571  0.111
H 2.928 0.771 -5.500  0.113
H 1.612 -0.146 -4.801  0.105
H 4.324 -1.101 -5.737  0.117
H 3.039 -2.255 -5.370  0.116
H 3.726 -0.133 -3.373  0.104
H 4.870 -1.438 -3.510  0.115
H 3.486 -2.935 -2.487  0.121
H 2.031 -2.262 -3.256  0.093
H 3.567 -0.808 -1.088  0.123
H 1.974 -0.419 -1.723  0.095
H 2.653 -2.013 0.559  0.108
H 1.954 -3.095 -0.600  0.102
H -0.103 -3.564 -0.056  0.110
H -1.340 -2.359 0.158  0.124
H 0.045 -2.160 -2.516  0.106
H -1.829 -3.128 -3.230  0.068
H -1.406 -0.847 1.397  0.143
H -2.089 -0.009 -1.926  0.088
H -0.479 0.333 -1.728  0.058
H -3.490 1.366 0.226  0.115
H 2.689 -1.008 2.112  0.114
H 3.011 0.694 2.286  0.138
H 0.405 -1.877 3.103  0.102
H -0.894 -1.864 5.180  0.090
H -1.343 0.916 7.332  0.085
H -0.120 -0.116 8.052  0.088
H -1.507 -0.838 7.251  0.067
H 0.992 1.811 6.328  0.116
H 2.268 1.825 4.225  0.117
H 0.009 1.985 2.514  0.112
H -0.381 4.369 2.109  0.107
H 0.556 5.472 0.072  0.108
H 1.932 4.141 -1.510  0.106
H 2.375 1.757 -1.061  0.101
N 0.477 4.207 -5.547  0.062
C 0.115 3.337 -4.607  -0.165
C -0.993 3.508 -3.787  -0.075
C -1.760 4.649 -3.950  -0.078
C -1.388 5.569 -4.917  -0.066
C -0.268 5.300 -5.689  -0.145
H 0.743 2.455 -4.517  0.088
H -1.248 2.760 -3.045  0.075
H -2.635 4.815 -3.339  0.102
H -1.958 6.474 -5.079  0.105
H 0.046 5.990 -6.464  0.107
N -3.920 7.774 0.859  0.058
C -4.512 7.549 2.028  -0.149
C -4.502 6.317 2.668  -0.072
C -3.845 5.262 2.057  -0.086
C -3.228 5.480 0.835  -0.085
C -3.292 6.752 0.283  -0.157
H -5.017 8.398 2.474  0.106
H -4.998 6.194 3.621  0.102
H -3.813 4.285 2.524  0.103
H -2.703 4.681 0.325  0.087
H -2.814 6.969 -0.664  0.099
N 1.991 -5.615 0.127  0.045
C 1.282 -5.617 1.255  -0.169
C 1.038 -6.749 2.013  -0.061
C 1.560 -7.956 1.576  -0.063
C 2.302 -7.973 0.407  -0.058
C 2.490 -6.782 -0.278  -0.144
H 0.892 -4.655 1.578  0.086
H 0.456 -6.685 2.923  0.107
H 1.393 -8.865 2.137  0.112
H 2.729 -8.891 0.028  0.108
H 3.067 -6.760 -1.195  0.107
N -2.718 -3.813 5.951  0.040
C -3.996 -3.743 5.581  -0.161
C -5.059 -3.921 6.453  -0.070
C -4.782 -4.189 7.784  -0.071
C -3.458 -4.267 8.184  -0.067
C -2.468 -4.072 7.233  -0.163
H -4.176 -3.535 4.532  0.099
H -6.076 -3.852 6.095  0.103
H -5.583 -4.336 8.496  0.109
H -3.194 -4.476 9.211  0.105
H -1.421 -4.125 7.510  0.104

gap between HOMO and LUMO	8.5	eV
HOMO level	-11.317	eV
spin multiplicity	1
net charge	+1

---

Record 3
DFT (ωB97M-V/def2-TZVPD) results for a molecular structure, C46H62NO2TeTi in a non-equilibrium geometry.

Each line ends with the Löwdin charge.
CARTESIAN COORDINATES (ANGSTROEM)
Ti 0.045 0.151 0.048  0.850
C 2.362 -4.146 0.034  -0.051
C 2.704 -3.226 -1.149  -0.348
C 2.271 -3.846 -2.478  -0.061
C 2.195 -1.821 -0.914  -0.178
C 2.464 -1.193 0.293  0.011
C 2.267 0.197 0.457  -0.093
C 2.007 0.995 -0.700  -0.343
C 2.460 2.423 -0.745  -0.014
C 1.522 0.331 -1.840  -0.070
C 1.558 -1.063 -1.921  0.000
H 2.318 -5.178 -0.300  0.085
H 1.397 -3.879 0.460  0.068
H 3.114 -4.077 0.814  0.079
H 3.798 -3.128 -1.197  0.153
H 1.193 -3.979 -2.526  0.069
H 2.736 -4.823 -2.578  0.088
H 2.597 -3.240 -3.321  0.082
H 2.922 -1.748 1.103  0.139
H 2.659 0.681 1.352  0.147
H 3.527 2.425 -0.986  0.106
H 2.340 2.916 0.218  0.082
H 1.947 2.993 -1.518  0.093
H 1.268 0.907 -2.731  0.145
H 1.238 -1.547 -2.833  0.128
C -3.319 -4.243 4.974  -0.029
C -3.813 -2.936 4.338  -0.549
C -3.825 -1.845 5.414  -0.057
C -5.259 -3.112 3.855  -0.035
C -2.912 -2.592 3.165  -0.145
C -2.030 -1.530 3.202  0.043
C -1.257 -1.221 2.079  -0.191
N -0.446 -0.144 1.894  0.031
C -0.444 1.027 2.613  -0.186
C -0.504 1.199 3.990  0.035
C -0.626 2.471 4.526  -0.150
C -0.737 3.553 3.646  0.054
C -0.701 3.440 2.265  -0.079
C -0.474 2.156 1.728  -0.261
O -0.389 1.859 0.443  -0.255
C -0.965 4.629 1.347  -0.523
C 0.190 4.811 0.357  -0.038
C -1.137 5.941 2.114  -0.053
C -2.262 4.342 0.570  -0.024
C -0.727 2.619 6.036  -0.552
C -2.028 1.936 6.487  -0.035
C 0.480 1.943 6.701  -0.038
C -0.783 4.080 6.493  -0.055
C -1.371 -1.993 0.872  -0.305
O -0.666 -1.524 -0.144  -0.292
C -2.262 -3.090 0.837  -0.077
C -2.979 -3.359 1.990  0.058
C -2.434 -3.922 -0.431  -0.525
C -2.985 -3.034 -1.557  -0.075
C -3.402 -5.093 -0.242  -0.050
C -1.071 -4.468 -0.867  -0.038
H -3.979 -4.528 5.790  0.091
H -2.316 -4.119 5.375  0.091
H -3.298 -5.052 4.250  0.083
H -4.538 -2.113 6.191  0.091
H -4.136 -0.887 4.997  0.085
H -2.856 -1.735 5.893  0.081
H -5.910 -3.252 4.714  0.089
H -5.376 -3.974 3.208  0.079
H -5.595 -2.228 3.317  0.090
H -1.970 -0.899 4.071  0.090
H -0.415 0.334 4.628  0.114
H -0.867 4.531 4.071  0.091
H 1.132 4.913 0.892  0.093
H 0.037 5.710 -0.236  0.092
H 0.245 3.963 -0.319  0.056
H -0.224 6.202 2.642  0.093
H -1.960 5.885 2.822  0.087
H -1.360 6.740 1.411  0.091
H -2.198 3.387 0.044  0.054
H -2.435 5.124 -0.169  0.095
H -3.117 4.314 1.243  0.097
H -2.015 0.871 6.272  0.065
H -2.882 2.380 5.978  0.092
H -2.167 2.062 7.558  0.089
H 0.516 0.879 6.483  0.074
H 0.427 2.063 7.780  0.089
H 1.406 2.394 6.349  0.092
H -1.639 4.596 6.067  0.085
H 0.127 4.613 6.232  0.092
H -0.891 4.110 7.575  0.089
H -3.659 -4.189 1.982  0.100
H -3.935 -2.585 -1.254  0.072
H -3.151 -3.635 -2.449  0.090
H -2.273 -2.243 -1.805  0.038
H -4.401 -4.740 0.001  0.090
H -3.062 -5.778 0.529  0.091
H -3.469 -5.649 -1.172  0.090
H -0.380 -3.643 -1.009  0.052
H -1.171 -5.009 -1.804  0.095
H -0.667 -5.145 -0.119  0.096
C -4.378 1.723 -1.250  -0.365
Te -2.879 0.334 -0.487  1.612
C -3.703 0.915 1.432  -0.318
C -5.039 1.546 1.153  -0.280
C -5.954 1.744 2.180  -0.036
C -7.163 2.373 1.929  -0.074
C -7.470 2.796 0.647  -0.072
C -6.573 2.574 -0.383  -0.035
C -5.355 1.956 -0.138  -0.293
H -4.867 1.255 -2.102  0.058
H -3.948 2.667 -1.588  0.059
H -3.032 1.614 1.944  0.068
H -3.808 0.017 2.043  0.054
H -5.724 1.400 3.178  0.112
H -7.863 2.528 2.735  0.106
H -8.407 3.293 0.445  0.107
H -6.818 2.878 -1.389  0.118

gap between HOMO and LUMO (spin up / spin down)	6.5 / 5.3	eV
HOMO level (spin up / spin down)	-9.603 / -10.062	eV
spin multiplicity	3
net charge	+1

---

Record 4
DFT (ωB97M-V/def2-TZVPD) results for a molecular structure, C46H63AsN4OS2Ti.

Each line ends with the Löwdin charge.
CARTESIAN COORDINATES (ANGSTROEM)
Ti 0.121 0.322 0.102  0.596
C -4.295 2.502 1.174  -0.074
C -3.255 1.522 0.659  -0.213
N -2.711 0.619 1.686  -0.070
C -3.684 0.064 2.639  -0.200
C -4.559 -1.000 1.992  -0.063
C -1.534 0.047 1.521  -0.231
S -1.037 0.285 -1.598  0.381
N -1.349 -1.079 2.283  0.117
C -0.630 -1.970 1.621  -0.438
O 0.049 -1.704 0.562  -0.173
C -0.689 -3.365 2.119  -0.153
C -0.674 -3.617 3.487  -0.025
C -0.720 -4.923 3.949  -0.080
C -0.820 -5.976 3.048  -0.086
C -0.871 -5.720 1.684  -0.069
C -0.794 -4.418 1.219  -0.041
H -4.486 3.237 0.394  0.079
H -3.948 3.038 2.060  0.066
H -5.240 2.012 1.414  0.073
H -2.429 2.053 0.207  0.061
H -3.691 0.896 -0.126  0.114
H -4.285 0.892 3.012  0.102
H -3.127 -0.358 3.469  0.109
H -5.127 -0.598 1.151  0.072
H -5.267 -1.393 2.723  0.078
H -3.945 -1.821 1.625  0.048
H -0.622 -2.784 4.176  0.114
H -0.689 -5.120 5.013  0.101
H -0.868 -6.995 3.411  0.100
H -0.973 -6.538 0.982  0.104
H -0.846 -4.199 0.162  0.074
C 3.039 -2.015 2.440  -0.053
C 3.564 -2.840 1.263  -0.342
C 2.803 -4.168 1.186  -0.052
C 3.590 -2.266 -0.157  -0.120
C 4.338 -3.048 -1.045  -0.051
C 4.401 -2.787 -2.396  -0.065
C 3.706 -1.704 -2.910  -0.033
C 2.990 -0.867 -2.073  -0.135
C 2.364 0.398 -2.625  -0.399
C 3.429 1.489 -2.731  -0.028
C 1.624 0.203 -3.944  -0.064
C 2.942 -1.146 -0.692  -0.137
N 2.282 -0.116 0.088  0.014
C 3.119 0.588 0.769  -0.097
C 2.954 1.892 1.333  -0.141
C 4.091 2.387 2.006  -0.047
C 4.227 3.703 2.355  -0.087
C 3.218 4.586 1.939  -0.066
C 2.093 4.137 1.297  -0.035
C 1.860 2.759 1.035  -0.229
N 0.679 2.318 0.504  -0.017
C -0.328 3.342 0.426  -0.219
C -1.007 3.754 1.592  -0.134
C -2.035 4.685 1.446  -0.083
C -2.379 5.228 0.226  -0.071
C -1.665 4.855 -0.900  -0.027
C -0.634 3.928 -0.819  -0.148
C 0.187 3.649 -2.066  -0.383
C 1.292 4.699 -2.226  -0.049
C -0.671 3.590 -3.330  -0.077
C -0.776 3.346 3.060  -0.333
C 0.110 2.157 3.439  -0.054
C -0.317 4.559 3.885  -0.057
H 3.102 -2.630 3.340  0.084
H 1.996 -1.723 2.315  0.066
H 3.630 -1.119 2.623  0.065
H 4.609 -3.075 1.496  0.134
H 1.811 -3.991 0.779  0.068
H 2.700 -4.619 2.173  0.085
H 3.308 -4.880 0.533  0.073
H 4.878 -3.898 -0.645  0.114
H 4.992 -3.418 -3.046  0.104
H 3.760 -1.485 -3.969  0.111
H 1.620 0.732 -1.908  0.031
H 4.212 1.190 -3.432  0.087
H 3.900 1.678 -1.762  0.082
H 2.994 2.421 -3.082  0.065
H 2.301 -0.026 -4.770  0.077
H 1.087 1.122 -4.205  0.071
H 0.891 -0.602 -3.862  0.050
H 4.137 0.199 0.832  0.141
H 4.887 1.684 2.228  0.114
H 5.102 4.059 2.880  0.100
H 3.327 5.649 2.120  0.111
H 1.345 4.857 0.998  0.118
H -2.591 4.982 2.329  0.115
H -3.191 5.940 0.153  0.108
H -1.904 5.298 -1.857  0.108
H 0.665 2.684 -1.930  0.074
H 0.867 5.707 -2.245  0.085
H 1.835 4.545 -3.165  0.075
H 2.012 4.650 -1.408  0.067
H -1.025 4.582 -3.620  0.073
H -1.536 2.941 -3.193  0.068
H -0.085 3.203 -4.163  0.069
H -1.783 3.102 3.422  0.126
H 1.166 2.429 3.456  0.076
H -0.018 1.303 2.782  0.034
H -0.155 1.839 4.449  0.091
H 0.695 4.856 3.608  0.070
H -0.308 4.294 4.945  0.083
H -0.974 5.417 3.755  0.071
C -2.433 -4.797 -3.856  -0.272
As -2.090 -3.161 -2.890  0.587
C -0.226 -3.277 -2.397  -0.265
C -2.165 -1.786 -4.250  -0.271
S -3.343 -2.855 -1.271  0.042
H -1.687 -4.940 -4.636  0.033
H -3.429 -4.740 -4.291  0.033
H -2.403 -5.624 -3.148  0.030
H 0.405 -3.155 -3.278  0.038
H -0.032 -4.252 -1.949  0.032
H -0.029 -2.494 -1.667  -0.017
H -1.966 -2.221 -5.230  0.033
H -1.423 -1.027 -4.015  -0.037
H -3.156 -1.339 -4.233  0.034

gap between HOMO and LUMO	7.6	eV
HOMO level	-7.651	eV
spin multiplicity	1
net charge	0